(1)
Entry from the Open Molecules 2025 dataset: a cluster of 2 separate species, C3H11N in total in a non-equilibrium geometry (ωB97M-V with the def2-TZVPD basis set).

```
15
Properties=species:S:1:pos:R:3:nbo_charge:R:1
C -0.549 3.171 -0.135 -1.39
H -0.518 2.459 0.719 0.20
H -1.507 2.917 -0.649 0.19
H 0.353 2.843 -0.685 0.19
H -0.514 4.255 -0.015 0.19
C -0.636 -1.775 0.772 -0.69
C 0.651 -1.158 0.146 -0.39
N 1.356 -1.954 -0.891 -0.87
H -0.344 -2.582 1.552 0.18
H -1.169 -1.032 1.346 0.21
H -1.299 -2.120 0.015 0.19
H 0.517 -0.115 -0.296 0.17
H 1.265 -1.060 1.044 0.17
H 1.736 -1.297 -1.502 0.34
H 0.660 -2.553 -1.422 0.34
```

Calculated values
multiplicity = 2
total charge = -1
calculated total energy = -175.56359 a.u.
relative energy (zero: lowest compared OMol25 entry of this formula, charge and spin) = 15.73 kcal per mole

---

(2)
Entry from the Open Molecules 2025 dataset: the ion C3H11N2 with charge +1 in a non-equilibrium geometry (ωB97M-V with the def2-TZVPD basis set).

```
16
Properties=species:S:1:pos:R:3:nbo_charge:R:1
C -0.215 0.845 1.477 -0.49
N -0.150 1.144 0.078 -0.53
C -0.768 0.143 -0.905 -0.23
C -0.066 -1.296 -0.609 -0.21
N 1.331 -0.939 -0.498 -0.88
H -0.489 -0.168 1.924 0.26
H 0.720 0.885 2.044 0.26
H -0.936 1.569 2.016 0.25
H -0.467 2.060 -0.073 0.44
H 0.951 1.193 -0.220 0.47
H -0.675 0.407 -1.879 0.22
H -1.951 -0.047 -0.748 0.25
H -0.331 -1.843 -1.471 0.21
H -0.518 -1.725 0.410 0.22
H 1.661 -0.551 -1.374 0.37
H 1.900 -1.676 -0.171 0.40
```

Calculated values
SMILES = C[NH2+]CCN
multiplicity = 1
total charge = +1
calculated total energy = -230.10339 a.u.
relative energy (zero: lowest compared OMol25 entry of this formula, charge and spin) = 49.56 kcal per mole

---

(3)
Entry from the Open Molecules 2025 dataset: a cluster of 2 separate species, C3H11N2 in total in a non-equilibrium geometry (ωB97M-V with the def2-TZVPD basis set).

```
16
Properties=species:S:1:pos:R:3:nbo_charge:R:1
C -2.015 1.930 -0.191 0.02
N -1.862 0.760 0.453 -0.71
H -3.050 2.258 -0.499 0.19
H -1.191 2.571 -0.531 0.18
H -0.464 -0.435 -0.083 0.47
H -2.646 0.532 1.015 0.38
C 1.361 0.405 -0.688 -0.40
N 0.468 -0.840 -0.312 -0.54
C 1.014 -1.757 0.906 -0.40
H 0.649 1.275 -0.807 0.23
H 2.084 0.405 0.062 0.23
H 1.802 0.194 -1.690 0.23
H 0.308 -1.368 -1.127 0.42
H 1.007 -1.244 1.840 0.24
H 2.025 -1.948 0.666 0.22
H 0.508 -2.737 0.985 0.25
```

Calculated values
multiplicity = 1
total charge = +1
calculated total energy = -230.10284 a.u.
relative energy (zero: lowest compared OMol25 entry of this formula, charge and spin) = 49.91 kcal per mole

---

(4)
Entry from the Open Molecules 2025 dataset: a cluster of 2 separate species, C3H11N2 in total in a non-equilibrium geometry (ωB97M-V with the def2-TZVPD basis set).

```
16
Properties=species:S:1:pos:R:3:nbo_charge:R:1
C 0.368 -1.854 -0.156 -0.44
N -0.295 -1.107 -1.258 -0.75
H -0.081 -2.845 -0.039 0.23
H 0.157 -1.439 0.838 0.22
H 1.433 -1.928 -0.273 0.23
H -1.262 -1.424 -1.246 0.42
H -0.422 0.037 -0.919 0.45
H 0.195 -1.239 -2.142 0.43
C -0.753 1.169 1.342 -0.47
C 0.979 1.732 -0.245 0.04
N -0.118 1.131 -0.019 -0.46
H -0.803 2.221 1.679 0.23
H -1.769 0.797 1.153 0.21
H -0.422 0.590 2.223 0.24
H 1.449 1.485 -1.200 0.18
H 1.344 2.673 0.262 0.21
```

Calculated values
multiplicity = 1
total charge = +1
calculated total energy = -230.11526 a.u.
relative energy (zero: lowest compared OMol25 entry of this formula, charge and spin) = 42.12 kcal per mole

---

(5)
Entry from the Open Molecules 2025 dataset: a cluster of 2 separate species, C3H11N2 in total in a non-equilibrium geometry (ωB97M-V with the def2-TZVPD basis set).

```
16
Properties=species:S:1:pos:R:3:nbo_charge:R:1
C -3.607 -0.279 -0.074 -0.61
C -2.452 -0.588 0.940 -0.61
H -3.832 -1.170 -0.651 0.21
H -4.486 -0.129 0.564 0.22
H -3.495 0.552 -0.723 0.21
H -2.846 -1.228 1.680 0.22
H -2.368 0.390 1.555 0.20
H -1.401 -0.973 0.556 0.16
N 2.157 -0.701 -0.946 -0.70
C 1.823 0.339 -0.276 0.40
N 2.538 1.318 0.238 -0.69
H 3.135 -0.896 -0.908 0.42
H 1.521 -1.309 -1.589 0.48
H 0.779 0.384 -0.106 0.22
H 2.012 1.922 0.814 0.44
H 3.535 1.307 0.228 0.43
```

Calculated values
multiplicity = 1
total charge = +1
calculated total energy = -230.13917 a.u.
relative energy (zero: lowest compared OMol25 entry of this formula, charge and spin) = 27.11 kcal per mole

---

(6)
Entry from the Open Molecules 2025 dataset: a cluster of 2 separate species, C3H11N2 in total in a non-equilibrium geometry (ωB97M-V with the def2-TZVPD basis set).

```
16
Properties=species:S:1:pos:R:3:nbo_charge:R:1
C -0.403 -2.106 -0.359 -0.42
N -1.162 -0.874 -0.873 -0.84
H 0.193 -1.749 0.475 0.19
H 0.290 -2.168 -1.191 0.22
H -1.026 -2.925 -0.035 0.23
H -1.994 -0.748 -0.296 0.38
H -0.305 0.386 -0.578 0.46
H -1.553 -1.134 -1.775 0.39
C 0.299 1.158 1.480 -0.46
C 1.258 1.605 -0.691 0.08
N 0.446 0.967 0.073 -0.41
H 1.158 0.767 2.038 0.25
H 0.395 2.235 1.682 0.24
H -0.546 0.604 1.873 0.25
H 1.125 1.688 -1.763 0.24
H 1.826 2.293 -0.060 0.20
```

Calculated values
multiplicity = 1
total charge = +1
calculated total energy = -230.11280 a.u.
relative energy (zero: lowest compared OMol25 entry of this formula, charge and spin) = 43.66 kcal per mole